No. 1
{
  "formula": "C10H13FN3O",
  "method": "ωB97M-V/def2-TZVPD",
  "symbols": ["C", "C", "C", "C", "C", "C", "C", "C", "C", "C", "N", "N", "N", "O", "F", "H", "H", "H", "H", "H", "H", "H", "H", "H", "H", "H", "H", "H"],
  "coordinates": [[-1.248504, -0.911391, 0.291744], [-1.583766, 1.248019, -0.710508], [-2.566371, -0.965139, 0.643288], [-2.935540, 1.205616, -0.385748], [-0.694389, 0.153615, -0.428244], [-3.466486, 0.123216, 0.310776], [1.321596, 2.413742, 0.799778], [1.792617, -0.362242, -0.189507], [1.802938, 0.094887, 1.290628], [0.660978, 0.283219, -0.797116], [0.708783, 3.339983, 0.377431], [1.835034, 1.497964, 1.380936], [1.692212, -3.213421, -0.695264], [1.016709, 1.107265, -1.823366], [-4.683942, 0.018160, 0.886275], [-0.596605, -1.661794, 0.699909], [-1.324783, 2.123615, -1.255102], [-2.962747, -1.720122, 1.323904], [-3.558337, 2.066676, -0.557523], [2.628253, 0.065014, -0.766565], [1.767542, -1.460444, -0.130659], [0.980667, -0.238699, 1.870513], [2.680958, -0.337328, 1.626874], [1.091660, 4.357977, 0.193930], [2.440454, -3.533745, -0.107098], [2.103998, -3.764173, -1.460916], [0.771963, -3.632148, -0.317760], [0.325107, 1.701670, -2.070618]],
  "forces_ev_per_a": [[0.4351, -0.2861, 0.6354], [-0.7927, -1.7544, -0.1767], [-1.6896, 1.3117, 0.1208], [-0.6386, 0.1183, 0.6253], [-1.8426, 2.1131, -0.3405], [1.7798, -2.1188, 1.3813], [1.2987, -1.1119, 1.4520], [-0.0991, 0.5886, 0.2665], [0.1009, 0.8127, -1.8092], [0.2015, 0.7775, -2.7779], [-0.5088, 5.2675, -1.6655], [0.2445, 0.4941, 0.5885], [-0.7917, -1.6272, 0.1150], [0.4513, -2.1276, 2.6339], [1.2054, 0.7772, -1.3242], [0.1925, -0.3996, -0.1757], [0.6291, 0.5955, -0.1219], [0.2148, 0.0018, -0.4176], [-0.0934, 0.1610, -0.2039], [0.2628, -0.6987, 0.6727], [-0.1395, 0.2083, -0.8894], [-0.8748, -0.7593, 0.3323], [1.7388, -0.5884, 1.3165], [-0.9582, -3.1367, 0.3793], [0.0872, 0.1899, 1.7137], [-1.5217, 0.2517, -0.6891], [2.2052, 0.3205, -1.1318], [-1.0969, 0.6193, -0.5096]],
  "lowdin_charge": [-0.001, 0.033, 0.046, 0.034, -0.137, -0.170, -0.345, -0.080, -0.156, -0.169, 0.157, 0.133, -0.004, 0.169, 0.111, 0.117, 0.107, 0.136, 0.132, 0.157, 0.075, 0.118, 0.107, 0.163, 0.027, 0.052, 0.085, 0.103],
  "orbital_gap_ev": 7.3808,
  "e_lumo_ev": -5.34,
  "total_charge": 1,
  "homo_energy_ev": -12.723
}

***

No. 2
{
  "formula": "C10H13HgNO6PS",
  "method": "ωB97M-V/def2-TZVPD",
  "symbols": ["Hg", "C", "O", "P", "O", "C", "O", "C", "H", "H", "H", "H", "H", "H", "H", "H", "H", "O", "C", "N", "S", "O", "O", "C", "C", "C", "C", "C", "C", "H", "H", "H", "H"],
  "coordinates": [[-0.293339, 2.479664, 0.027387], [-4.129446, 3.320351, -0.593507], [-3.951911, 2.160530, 0.234385], [-2.642883, 1.274926, 0.035684], [-2.967794, 0.490468, -1.302938], [-1.962128, -0.389450, -1.862514], [-2.791694, 0.160820, 1.147300], [-2.306885, 0.404811, 2.484128], [-4.929302, 3.901722, -0.145958], [-4.407434, 3.019304, -1.602343], [-3.214916, 3.917040, -0.622655], [-2.380136, -0.765581, -2.790466], [-1.770170, -1.211201, -1.174296], [-1.038417, 0.155549, -2.061474], [-2.050234, -0.561598, 2.902303], [-3.087217, 0.894046, 3.063796], [-1.405876, 1.021416, 2.466790], [1.311187, 0.741363, -1.994470], [1.499173, 0.165461, -0.930968], [0.759299, 0.385009, 0.186715], [1.262770, -0.474008, 1.477861], [1.745848, 0.408671, 2.505977], [0.272065, -1.445927, 1.860506], [2.592445, -1.274338, 0.624077], [3.505732, -2.196699, 1.092348], [4.443506, -2.675372, 0.185356], [4.450564, -2.239495, -1.137964], [3.520140, -1.312482, -1.589283], [2.587868, -0.836906, -0.685736], [3.493521, -2.529650, 2.121238], [5.180892, -3.396957, 0.511692], [5.193812, -2.630133, -1.820534], [3.510962, -0.961355, -2.612438]],
  "forces_ev_per_a": [[0.0116, -0.0067, -0.0128], [0.0003, -0.0079, 0.0021], [-0.0173, -0.0113, -0.0115], [0.0004, -0.0312, -0.0178], [-0.0227, 0.0236, -0.0122], [0.0151, 0.0004, 0.0144], [0.0061, 0.0549, 0.0343], [0.0101, -0.0453, -0.0308], [0.0033, 0.0056, 0.0012], [-0.0004, -0.0006, 0.0001], [-0.0006, 0.0038, -0.0034], [-0.0006, -0.0018, -0.0023], [0.0068, -0.0025, -0.0011], [-0.0248, -0.0055, -0.0087], [0.0020, -0.0049, 0.0049], [0.0034, 0.0002, 0.0031], [0.0015, 0.0138, 0.0093], [-0.0480, -0.0139, -0.0200], [0.0896, 0.0679, 0.0492], [0.0181, 0.0036, 0.0303], [0.0014, 0.0062, -0.0258], [-0.0034, -0.0086, -0.0028], [-0.0217, -0.0120, 0.0060], [-0.0006, -0.0002, 0.0028], [-0.0025, 0.0094, 0.0061], [0.0019, 0.0021, -0.0096], [0.0000, 0.0040, 0.0063], [0.0005, -0.0127, -0.0030], [-0.0282, -0.0288, -0.0103], [0.0005, -0.0020, -0.0010], [-0.0018, -0.0010, 0.0018], [0.0002, 0.0003, 0.0006], [-0.0001, 0.0007, 0.0004]],
  "lowdin_charge": [0.734, -0.110, -0.294, 0.593, -0.288, -0.078, -0.280, -0.095, 0.089, 0.088, 0.063, 0.091, 0.092, 0.053, 0.086, 0.090, 0.055, -0.011, -0.578, -0.218, 0.585, -0.312, -0.307, -0.215, -0.030, -0.065, -0.062, 0.001, -0.136, 0.123, 0.107, 0.106, 0.122],
  "orbital_gap_ev": [8.0605, 7.6385],
  "e_lumo_ev": [0.23, -1.75],
  "spin_multiplicity": 2,
  "homo_energy_ev": [-7.830, -9.389],
  "s_squared": 0.754
}

***

No. 3
{
  "formula": "C10H13N",
  "method": "ωB97M-V/def2-TZVPD",
  "symbols": ["C", "C", "C", "C", "C", "C", "C", "C", "C", "C", "N", "H", "H", "H", "H", "H", "H", "H", "H", "H", "H", "H", "H", "H"],
  "coordinates": [[-0.588781, -2.009026, 0.379902], [-0.757069, 0.851410, -0.145871], [0.464563, -1.208448, 0.514493], [-1.754809, -0.035481, -0.337946], [1.630594, -0.678865, 0.001204], [-1.921694, -1.295219, 0.407753], [0.367391, 0.291482, 0.669638], [-3.045060, 0.334789, -1.003549], [1.032974, 1.257341, 1.590983], [3.560016, 0.281972, -1.037858], [2.755165, -0.792278, -0.448043], [-0.443835, -3.125050, 0.089030], [-0.580695, 1.761144, -0.479790], [-2.760011, -1.995416, 0.055980], [-2.371999, -1.129359, 1.339771], [-3.922940, 0.286664, -0.333316], [-3.179498, -0.371232, -1.703565], [-3.211249, 1.353651, -1.477541], [2.097570, 1.045810, 1.649912], [0.595952, 1.003240, 2.538522], [0.823671, 2.358126, 1.367478], [4.628561, 0.393318, -0.542698], [2.977076, 1.322439, -1.067731], [3.604104, 0.098992, -2.026761]],
  "forces_ev_per_a": [[0.5653, -2.1984, -0.4191], [0.1612, -6.5063, 2.2468], [-0.6932, 0.6776, 2.3789], [-1.6889, 3.4195, -0.1235], [-1.6235, 0.7645, -0.1688], [-0.0946, -2.9093, -0.9551], [1.0343, -0.2207, -3.5037], [-0.6300, 3.4374, 1.3316], [-0.1306, 0.3100, 0.7391], [-0.7088, 2.8146, 3.8005], [2.3528, 0.0253, -0.4141], [-0.4927, 2.1988, 0.1903], [-0.1072, 4.2134, -1.8830], [1.2844, 1.0116, -0.5987], [0.0775, 0.6873, 2.0698], [0.5066, -0.3369, 0.1596], [-0.9756, -2.4857, -2.8890], [1.0036, -1.0643, 0.4615], [0.1188, 0.4265, 0.1712], [0.0059, 0.5614, 1.0661], [0.3232, -1.6528, 0.0466], [-2.3778, -0.3504, -1.0299], [1.2332, -1.7897, 0.6964], [0.8562, -1.0334, -3.3736]],
  "lowdin_charge": [-0.013, 0.024, -0.156, -0.271, -0.161, -0.165, -0.254, -0.066, -0.046, -0.112, 0.048, 0.139, 0.066, 0.142, 0.105, 0.090, 0.028, 0.104, 0.073, 0.071, 0.112, 0.116, 0.113, 0.011],
  "relative_energy_ev": 6.027,
  "orbital_gap_ev": 8.0594,
  "e_lumo_ev": 0.73,
  "homo_energy_ev": -7.334
}

***

No. 4
{
  "formula": "C10H13N",
  "method": "ωB97M-V/def2-TZVPD",
  "symbols": ["C", "C", "C", "C", "C", "C", "C", "C", "C", "C", "H", "H", "H", "H", "H", "H", "H", "H", "H", "H", "H", "H", "H", "N"],
  "coordinates": [[1.073297, -0.989508, -0.528455], [0.975137, 0.032816, -1.724890], [-0.453693, 0.551507, -2.081334], [-1.681233, -0.269515, -1.121260], [-1.128647, -0.011965, 0.285713], [-1.899129, 0.608172, 1.220599], [-1.228392, 1.061120, 2.347093], [0.224543, 0.779527, 2.724530], [0.746268, 0.078374, 1.851438], [0.150128, -0.401896, 0.635131], [2.637213, -0.475761, 0.583173], [2.591930, -2.321495, 0.223360], [0.431028, -1.777963, -0.613014], [1.663920, 0.887847, -1.928537], [1.429291, -0.231485, -2.743423], [-0.464609, 1.652370, -2.189305], [-0.639552, 0.098903, -3.225456], [-2.772147, -0.032966, -1.368072], [-1.448543, -1.257688, -1.726156], [-3.096030, 0.579971, 1.269352], [-2.088260, 1.826643, 2.861434], [0.513881, 1.114475, 3.663278], [1.882439, -0.242113, 1.853263], [2.581159, -1.259373, -0.268464]],
  "forces_ev_per_a": [[1.5611, 3.7393, 0.5602], [0.1905, 0.4260, -2.6034], [-1.7960, -2.1996, -2.5517], [2.7182, 0.1236, -3.0162], [-0.3082, -2.8988, -2.5332], [-1.8338, 0.4516, 2.7924], [-2.2304, 2.3917, 2.0340], [-9.0156, 5.0221, 3.1380], [6.7440, -6.4863, -7.1568], [1.9515, 1.9775, -0.4773], [0.9071, -3.0152, -2.6884], [0.1539, 3.8874, -1.2366], [-0.5617, -3.1104, -1.7516], [-0.1337, 0.2536, 2.6935], [-0.9757, -1.9300, 1.2027], [-0.4905, -0.5930, 0.5826], [0.0629, 1.4762, 2.8883], [1.7450, 0.1953, 0.6659], [-0.6825, 1.2655, 2.2242], [2.9465, 0.6352, -0.7462], [3.1855, -2.2139, -0.1625], [1.0435, 0.5960, 1.2379], [-2.2743, 0.6710, 0.9527], [-2.9073, -0.6649, 3.9517]],
  "lowdin_charge": [-0.307, -0.202, -0.158, -0.068, -0.265, -0.116, -0.048, -0.080, -0.131, -0.109, 0.090, 0.140, 0.085, 0.105, 0.110, 0.082, 0.131, 0.112, 0.123, 0.159, 0.150, 0.086, 0.124, -0.013],
  "relative_energy_ev": 6.416,
  "orbital_gap_ev": 9.5724,
  "e_lumo_ev": 0.93,
  "homo_energy_ev": -8.647
}